(1)
Here is a structure of composition C41H60BaN4O7P2S from the OMol25 dataset. Energies are from the ωB97M-V functional and the def2-TZVPD basis.

```
! RIJCOSX wB97M-V def2-TZVPD def2/J DEFGRID3
* xyz 0 1
Ba -0.1597 -0.1690 0.2575
C 3.3406 3.3168 1.2550
C 2.1349 4.1617 0.8381
C 2.6373 5.4781 0.2360
P 0.9046 3.1487 -0.1601
C 1.2327 3.6828 -1.9095
C 2.6053 3.2196 -2.3981
C 0.1291 3.1724 -2.8302
C -0.6868 3.9480 0.2055
C -0.7444 5.3220 0.4590
C -1.9234 6.0120 0.6725
C -1.9424 7.4900 0.9543
C -3.0980 5.2638 0.6042
C -3.0835 3.9081 0.3637
C -1.8805 3.1783 0.1746
N -1.8726 1.8182 -0.0294
C -3.1644 1.2321 -0.1056
C -3.8308 0.8078 1.0553
C -3.2201 1.0427 2.4089
C -5.0536 0.1602 0.9491
C -5.6474 -0.0925 -0.2834
C -6.9571 -0.8254 -0.3746
C -5.0001 0.3724 -1.4182
C -3.7840 1.0455 -1.3474
C -3.1492 1.5929 -2.5952
H 3.9956 3.8885 1.9167
H 3.9398 3.0201 0.3894
H 3.0379 2.4134 1.7864
H 1.5691 4.4000 1.7434
H 3.3512 5.3025 -0.5687
H 3.1585 6.0502 1.0071
H 1.8456 6.1083 -0.1627
H 1.1977 4.7760 -1.9158
H 2.6529 2.1324 -2.4847
H 3.4194 3.5361 -1.7462
H 2.8060 3.6250 -3.3921
H 0.1258 2.0794 -2.8775
H 0.2863 3.5390 -3.8467
H -0.8553 3.4945 -2.4919
H 0.1759 5.8913 0.4917
H -0.9397 7.9138 0.8879
H -2.3263 7.7036 1.9545
H -2.5757 8.0242 0.2433
H -4.0546 5.7573 0.7446
H -4.0277 3.3819 0.3212
H -2.9071 2.0818 2.5261
H -2.3304 0.4259 2.5754
H -3.9349 0.8062 3.1986
H -5.5586 -0.1647 1.8546
H -6.9917 -1.6548 0.3331
H -7.1109 -1.2307 -1.3740
H -7.7954 -0.1622 -0.1495
H -5.4521 0.2064 -2.3912
H -3.7280 1.3216 -3.4781
H -2.1256 1.2376 -2.7258
H -3.0896 2.6826 -2.5458
N 2.6667 -8.3202 -0.1705
C 2.3624 -7.2157 -0.0962
C 1.9728 -5.8361 0.0490
C 1.6538 -5.3449 1.3138
C 1.2860 -4.0199 1.4267
N 1.2093 -3.1769 0.3913
C 1.5067 -3.6725 -0.8102
C 1.8998 -4.9860 -1.0418
H 1.7016 -5.9819 2.1857
H 1.0511 -3.6200 2.4022
H 1.4263 -3.0029 -1.6568
H 2.1265 -5.2855 -2.0597
C -0.9783 -2.2146 3.4957
C 0.2395 -1.3554 3.7511
O 0.0547 -0.1123 3.0765
C 0.9299 0.9345 3.5141
C 0.2199 2.2602 3.3724
H -0.8876 -3.1639 4.0252
H -1.1028 -2.4419 2.4332
H -1.8752 -1.7069 3.8511
H 1.1626 -1.8322 3.4020
H 0.3513 -1.1608 4.8216
H 1.8506 0.8975 2.9212
H 1.2051 0.7523 4.5563
H -0.1364 2.4271 2.3526
H 0.8973 3.0754 3.6306
H -0.6423 2.3015 4.0375
N 2.7303 0.1059 0.1009
C 2.9447 -0.6358 -1.0996
C 2.0635 -0.4539 -2.1637
C 2.1622 -1.2375 -3.3070
C 3.1216 -2.2310 -3.3793
C 4.0401 -2.3735 -2.3458
C 3.9580 -1.5797 -1.2112
S 3.0280 -3.4609 -4.6853
O 2.1840 -4.4709 -4.0414
O 2.3820 -2.7732 -5.7843
O 4.3939 -3.8824 -4.9033
H 3.4961 -0.0001 0.7542
H 2.6082 1.0981 -0.0891
H 1.3301 0.3479 -2.1326
H 1.4835 -1.1114 -4.1419
H 4.8089 -3.1307 -2.4390
H 4.6625 -1.7109 -0.3970
C -4.2396 -3.0042 1.9805
O -4.1503 -3.0377 0.5579
P -2.9132 -2.2521 -0.1223
O -1.6741 -3.2968 0.0093
C -1.7791 -4.6719 -0.4116
O -3.4407 -2.5003 -1.6278
C -2.6379 -1.9849 -2.6889
H -5.2607 -3.2680 2.2444
H -4.0167 -2.0060 2.3670
H -3.5543 -3.7295 2.4256
H -1.9979 -5.2958 0.4542
H -0.8247 -4.9601 -0.8439
H -2.5681 -4.7877 -1.1527
H -2.0888 -1.0874 -2.3800
H -3.3014 -1.7017 -3.5021
H -1.9307 -2.7415 -3.0315
*
```

Strongest force on any atom (eV/A): 0.26
Energy relative to the best compared isomer or geometry (same formula, charge and spin) (kcal/mol): 15.3
Highest occupied orbital energy (hartree): -0.26460
HOMO-LUMO gap (eV): 6.787
LUMO level (eV): -0.4129

(2)
Here is a cluster of 2 separate species, C7H19N4 in total at a distorted geometry from the OMol25 dataset. Energies are from the ωB97M-V functional and the def2-TZVPD basis.

```
! RIJCOSX wB97M-V def2-TZVPD def2/J DEFGRID3
* xyz 1 1
C -2.5273 -0.4439 -1.4923
C -0.5383 -0.2250 -0.2619
C -1.2381 -2.5386 -1.0202
C -3.1641 1.9579 -0.9348
C -0.3837 2.2614 -0.1319
C 2.7793 0.8047 1.3025
C 3.0898 -1.5759 1.2226
N -1.4691 -1.0813 -0.7613
N -2.1758 1.0697 -1.3784
N -0.9706 1.0503 -0.6457
N 2.7246 -0.3986 0.4937
H -2.4317 -0.7446 -2.5117
H -3.4371 -0.7423 -0.9488
H 0.3543 -0.3867 0.2202
H -0.1730 -2.6985 -1.4317
H -1.1476 -3.1410 -0.0869
H -1.9837 -2.8637 -1.7570
H -3.4234 1.9296 0.2437
H -2.9790 2.9272 -1.1860
H -4.1678 1.6830 -1.5055
H -0.9440 2.7104 0.7730
H 0.6180 2.0768 -0.0679
H -0.5015 2.9816 -1.0266
H 3.7279 1.4287 1.1314
H 1.9978 1.5298 0.9550
H 2.7283 0.5077 2.4439
H 4.1376 -1.8110 1.0289
H 2.9927 -1.2755 2.3130
H 2.2627 -2.3266 1.2604
H 3.3647 -0.3222 -0.3880
*
```

Strongest force on any atom (eV/A): 8.28
Energy relative to the best compared isomer or geometry (same formula, charge and spin) (kcal/mol): 129.1
Highest occupied orbital energy (hartree): -0.44138
HOMO-LUMO gap (eV): 8.668
LUMO level (eV): -3.3422

(3)
Here is a structure of composition C37H28F5N5O7S6Sc at a distorted geometry from the OMol25 dataset. Energies are from the ωB97M-V functional and the def2-TZVPD basis.

```
! RIJCOSX wB97M-V def2-TZVPD def2/J DEFGRID3
* xyz -1 1
Sc 0.2248 1.4190 1.1163
C -3.2759 -3.0604 -4.8559
O -2.9778 -2.7114 -3.5171
C -2.5028 -3.6898 -2.7004
C -2.5213 -5.0386 -2.9923
C -1.9797 -5.9510 -2.0878
C -1.4046 -5.4992 -0.9173
C -1.3894 -4.1377 -0.6174
C -1.9656 -3.2214 -1.4876
N -2.0328 -1.8327 -1.3121
C -1.5347 -1.0394 -0.2926
N -1.7566 -1.5719 0.9204
C -1.3237 -1.2382 2.2267
C -0.6814 -0.0546 2.5561
C -0.4253 0.1089 3.9325
C -0.7623 -0.8279 4.8882
C -1.3736 -2.0210 4.5114
C -1.6475 -2.2225 3.1761
O -2.2506 -3.3517 2.6762
C -2.4848 -4.4136 3.5766
N -1.0403 0.1529 -0.5332
C -0.9554 0.4858 -1.9276
C 0.0188 -0.0956 -2.7424
C 0.1340 0.2292 -4.0800
C -0.7203 1.1794 -4.6310
C -1.7118 1.7367 -3.8491
C -1.8743 1.3642 -2.5155
O -2.9446 1.9571 -1.8950
C -3.7423 1.2390 -0.9554
H -3.4406 -2.1259 -5.3843
H -4.1793 -3.6741 -4.9147
H -2.4432 -3.5958 -5.3181
H -2.9559 -5.3963 -3.9154
H -2.0022 -7.0099 -2.3156
H -0.9509 -6.1968 -0.2245
H -0.8895 -3.7957 0.2780
H -2.1617 -1.3495 -2.1855
H -2.2986 -2.4190 0.9020
H 0.0385 1.0188 4.2880
H -0.5464 -0.6428 5.9344
H -1.6392 -2.7579 5.2579
H -3.2606 -4.1571 4.3028
H -1.5725 -4.6917 4.1084
H -2.8200 -5.2562 2.9760
H 0.7062 -0.7928 -2.2774
H 0.9052 -0.2348 -4.6819
H -0.6142 1.4813 -5.6663
H -2.4045 2.4668 -4.2531
H -4.6484 1.8284 -0.8367
H -3.2580 1.1366 0.0097
H -4.0067 0.2497 -1.3397
O 4.0873 3.3627 6.1140
C 3.0287 2.5539 5.8769
O 2.2507 2.3062 6.7483
C 2.9611 1.9872 4.4995
C 3.7189 0.9527 3.9856
N 3.2214 0.6611 2.7759
N 2.2136 1.4545 2.4549
C 2.0218 2.2538 3.4953
C 0.9118 3.2481 3.3821
O 0.8381 4.1720 4.1608
O 0.1324 2.9760 2.3808
H 4.5414 3.5461 5.2837
H 4.5419 0.3978 4.4099
H 3.5276 -0.0304 2.0857
C 6.5505 0.4458 1.6441
S 5.5714 -0.9353 0.9728
C 4.9918 -0.2281 -0.5294
C 3.6828 -0.0684 -0.8656
S 2.3236 -0.5742 0.0878
S 3.4712 0.5665 -2.4973
C 5.1181 0.6543 -2.9846
S 5.6181 1.1866 -4.4602
S 6.1988 0.1532 -1.7403
H 7.0697 0.0625 2.5234
H 5.8946 1.2716 1.9195
H 7.2815 0.7787 0.9114
F -2.9393 6.0573 -2.9866
C -1.9359 5.3445 -2.4613
C -0.6833 5.3615 -3.0475
F -0.4926 6.0943 -4.1502
C 0.3543 4.6345 -2.5030
F 1.5446 4.6936 -3.1011
C 0.1873 3.8362 -1.3682
S 1.4801 2.9187 -0.6731
C -1.0928 3.8348 -0.8397
F -1.3522 3.0124 0.2075
C -2.1409 4.5692 -1.3427
F -3.3535 4.5096 -0.7834
*
```

Strongest force on any atom (eV/A): 1.39
Energy relative to the best compared isomer or geometry (same formula, charge and spin) (kcal/mol): 4.9
Highest occupied orbital energy (hartree): -0.18090
HOMO-LUMO gap (eV): 6.929
LUMO level (eV): 2.0062

(4)
Here is a structure of composition C26H25N4OS3SiW from the OMol25 dataset. Energies are from the ωB97M-V functional and the def2-TZVPD basis.

```
! RIJCOSX wB97M-V def2-TZVPD def2/J DEFGRID3
* xyz 1 3
W -0.1756 -0.8260 -0.1421
S -0.9760 -3.0536 0.0788
C 0.6401 -3.5333 -0.3942
S 1.4807 -2.1551 -1.1260
C 1.2365 -4.7154 -0.1279
C 2.5910 -4.9696 -0.5037
N 3.6878 -5.1673 -0.7815
C 0.5284 -5.7231 0.6007
N -0.0306 -6.5091 1.2244
C -3.5110 2.4425 -1.0742
C -2.1352 3.1165 -1.1029
C -1.9576 3.8872 -2.4197
C -1.9872 4.0654 0.0916
Si -0.8090 1.8016 -0.9951
O -1.0128 0.8200 0.3619
C -0.9320 0.3542 -2.2498
C -0.0756 0.2179 -3.3606
C -0.2409 -0.8174 -4.2574
C -1.2455 -1.7683 -4.0579
C -2.0911 -1.6808 -2.9699
C -1.9437 -0.6205 -2.0705
C 1.0202 2.1951 -1.0346
C 1.6404 2.9980 -1.9922
C 3.0182 2.9628 -2.1625
C 3.8022 2.1080 -1.3973
C 3.2081 1.3083 -0.4325
C 1.8331 1.3655 -0.2493
H -4.2881 3.2100 -1.1078
H -3.6563 1.8640 -0.1595
H -3.6578 1.7843 -1.9331
H -2.7804 4.5970 -2.5346
H -1.9711 3.2245 -3.2889
H -1.0289 4.4595 -2.4298
H -2.7528 4.8432 0.0358
H -1.0114 4.5552 0.1027
H -2.1178 3.5393 1.0394
H 0.7237 0.9346 -3.5064
H 0.4159 -0.9035 -5.1126
H -1.3559 -2.5802 -4.7645
H -2.8663 -2.4182 -2.8122
H -2.6667 -0.5107 -1.2654
H 1.0497 3.6502 -2.6230
H 3.4795 3.5974 -2.9075
H 4.8728 2.0764 -1.5466
H 3.8116 0.6567 0.1866
H 1.4094 0.8167 0.5917
N 1.0045 -3.1471 6.4741
C 0.7165 -1.8769 6.1636
S 0.6690 -0.6473 7.2513
C 0.5691 -1.5769 4.7194
C 1.4339 -2.1146 3.7688
C 1.2724 -1.7834 2.4423
N 0.2970 -0.9636 2.0154
C -0.5336 -0.4311 2.9341
C -0.4259 -0.7090 4.2745
H 1.1338 -3.3903 7.4433
H 0.9014 -3.8905 5.8024
H 2.2448 -2.7680 4.0596
H 1.9383 -2.1840 1.6891
H -1.2942 0.2373 2.5553
H -1.0990 -0.2545 4.9867
*
```

Strongest force on any atom (eV/A): 0.71
Energy relative to the best compared isomer or geometry (same formula, charge and spin) (kcal/mol): 11.1
Highest occupied orbital energy (alpha / beta) (hartree): -0.41278 / -0.41295
HOMO-LUMO gap (alpha / beta) (eV): 6.365 / 6.548
<S²>: 2.022
LUMO level (alpha / beta) (eV): -4.8677 / -4.6893

Calculated M in order - 952.3; 159.3; 987.0; 717.6 g/mol